No. 1
Molecular formula: C24H37BaN4O3SeSi
Method: DFT, ωB97M-V with the def2-TZVPD basis set

Values from the calculation:
E_HOMO: -0.154 Eh
relative energy (zero: lowest compared OMol25 entry of this formula, charge and spin): 22.8 kcal per mole
calculated total energy: -4098.1344 Eh
charge: -1
2S+1: 1
max |F|: 1.46 eV/Å

CARTESIAN COORDINATES (ANGSTROEM)
Ba1 0.38 -0.03 -0.30
O1 1.87 -1.86 -0.65
C1 2.75 -2.08 -1.55
C2 4.02 -2.63 -1.20
C3 5.00 -2.89 -2.13
C4 4.77 -2.64 -3.49
C5 3.55 -2.12 -3.87
C6 2.53 -1.82 -2.95
C7 1.30 -1.30 -3.50
N1 0.32 -0.80 -2.87
C8 -0.86 -0.40 -3.60
C9 -1.49 0.88 -3.06
N2 -2.08 0.73 -1.74
C10 -2.19 1.75 -0.99
C11 -1.69 3.12 -1.20
C12 -2.56 4.20 -1.25
C13 -2.11 5.49 -1.46
C14 -0.74 5.70 -1.59
C15 0.15 4.65 -1.51
C16 -0.28 3.32 -1.28
O2 0.56 2.33 -1.17
H1 4.19 -2.83 -0.15
H2 5.95 -3.30 -1.81
H3 5.53 -2.85 -4.23
H4 3.36 -1.94 -4.92
H5 1.25 -1.39 -4.60
H6 -1.60 -1.20 -3.52
H7 -0.64 -0.24 -4.66
H8 -2.33 1.11 -3.73
H9 -0.78 1.71 -3.12
H10 -2.71 1.58 -0.04
H11 -3.63 4.01 -1.14
H12 -2.81 6.32 -1.51
H13 -0.37 6.70 -1.76
H14 1.22 4.82 -1.60
N3 1.67 0.71 2.23
C17 2.64 1.77 1.98
C18 3.70 1.34 0.99
N4 3.13 1.06 -0.32
H15 0.92 1.01 2.85
H16 2.13 -0.07 2.70
H17 3.14 2.13 2.88
H18 2.09 2.62 1.56
H19 4.17 0.41 1.35
H20 4.49 2.10 0.97
H21 3.81 0.66 -0.96
H22 2.73 1.90 -0.75
C19 0.31 -2.69 2.50
C20 -0.94 -2.86 1.71
C21 -1.96 -3.84 2.22
O3 -1.16 -2.19 0.71
H23 0.52 -3.54 3.14
H24 0.17 -1.80 3.13
H25 1.15 -2.51 1.82
H26 -1.48 -4.78 2.50
H27 -2.74 -4.01 1.48
H28 -2.41 -3.41 3.12
C22 -4.62 0.41 3.94
Si1 -3.12 1.55 4.19
C23 -3.38 2.41 5.86
C24 -3.26 2.90 2.87
Se1 -1.21 0.45 4.12
H29 -5.55 0.87 4.30
H30 -4.47 -0.53 4.47
H31 -4.74 0.17 2.88
H32 -4.39 2.83 5.94
H33 -2.66 3.21 5.98
H34 -3.24 1.70 6.68
H35 -4.09 3.58 3.09
H36 -3.44 2.46 1.88
H37 -2.34 3.49 2.82

---

No. 2
Molecular formula: C3H10OS2
Method: DFT, ωB97M-V with the def2-TZVPD basis set

Values from the calculation:
E_HOMO: -0.320 Eh
structure (SMILES): CCCSS.O
relative energy (zero: lowest compared OMol25 entry of this formula, charge and spin): 5.6 kcal per mole
calculated total energy: -991.9027 Eh
charge: 0
2S+1: 1
max |F|: 0.79 eV/Å

CARTESIAN COORDINATES (ANGSTROEM)
C1 1.42 -2.63 0.16
C2 0.29 -1.87 0.84
C3 0.44 -0.35 0.98
S1 -1.02 0.47 0.22
S2 -0.47 2.45 0.51
H1 2.29 -2.64 0.80
H2 1.12 -3.65 -0.03
H3 1.70 -2.20 -0.80
H4 0.20 -2.27 1.86
H5 -0.68 -2.09 0.41
H6 1.26 0.09 0.43
H7 0.50 -0.01 2.01
H8 -0.15 2.68 -0.77
O1 0.56 -0.89 -2.45
H9 1.03 -0.09 -2.72
H10 -0.29 -0.74 -2.89

---

No. 3
Molecular formula: C31H42BrCl3InN4O6SSi
Method: DFT, ωB97M-V with the def2-TZVPD basis set

Values from the calculation:
E_HOMO: -0.378 Eh
relative energy (zero: lowest compared OMol25 entry of this formula, charge and spin): 5.9 kcal per mole
calculated total energy: -6709.3863 Eh
charge: +1
2S+1: 1
max |F|: 0.45 eV/Å

CARTESIAN COORDINATES (ANGSTROEM)
In1 -0.27 1.64 -1.26
C1 -3.78 -0.71 -3.53
O1 -3.97 0.61 -4.04
C2 -3.07 1.53 -3.70
O2 -2.08 1.30 -3.02
N1 -3.41 2.73 -4.22
N2 -2.64 3.86 -3.94
H1 -4.73 -1.21 -3.65
H2 -3.50 -0.67 -2.48
H3 -3.01 -1.22 -4.10
H4 -4.34 2.81 -4.62
H5 -3.08 4.42 -3.22
H6 -2.54 4.41 -4.79
O3 1.31 -0.54 5.88
C3 2.05 0.52 5.52
O4 2.86 0.99 6.27
C4 1.83 1.08 4.14
C5 0.74 0.77 3.35
C6 0.60 1.33 2.09
C7 1.56 2.21 1.62
C8 2.66 2.54 2.41
C9 2.78 1.98 3.67
N3 1.36 2.70 0.29
C10 2.10 3.59 -0.23
C11 1.89 4.00 -1.63
C12 2.69 4.96 -2.22
C13 2.44 5.31 -3.54
C14 1.38 4.71 -4.20
C15 0.63 3.75 -3.53
N4 0.89 3.40 -2.27
H7 0.76 -0.85 5.15
H8 -0.04 0.09 3.68
H9 -0.26 1.10 1.49
H10 3.43 3.21 2.07
H11 3.62 2.22 4.30
H12 2.91 4.08 0.31
H13 3.49 5.42 -1.66
H14 3.05 6.06 -4.03
H15 1.14 4.96 -5.22
H16 -0.22 3.26 -3.99
C16 1.52 -3.66 4.38
C17 1.87 -3.95 2.91
C18 3.39 -3.94 2.77
C19 1.35 -5.34 2.53
C20 1.21 -2.91 2.01
C21 1.92 -2.10 1.15
C22 1.23 -1.22 0.32
Br1 2.25 -0.10 -0.82
C23 -0.15 -1.09 0.28
O5 -0.79 -0.22 -0.51
C24 -0.88 -1.91 1.18
C25 -0.18 -2.78 2.00
C26 -2.41 -1.82 1.26
C27 -2.81 -0.41 1.73
C28 -3.03 -2.10 -0.11
C29 -3.00 -2.82 2.26
H17 1.90 -4.46 5.02
H18 0.44 -3.61 4.54
H19 1.97 -2.73 4.71
H20 3.82 -4.68 3.45
H21 3.82 -2.97 3.03
H22 3.71 -4.20 1.76
H23 1.85 -6.11 3.13
H24 1.55 -5.55 1.47
H25 0.28 -5.43 2.69
H26 3.00 -2.13 1.10
H27 -0.74 -3.41 2.67
H28 -2.49 0.35 1.01
H29 -2.36 -0.17 2.69
H30 -3.89 -0.34 1.83
H31 -2.72 -1.35 -0.83
H32 -4.12 -2.09 -0.03
H33 -2.73 -3.09 -0.47
H34 -2.68 -2.62 3.28
H35 -2.74 -3.85 2.00
H36 -4.08 -2.74 2.24
C30 1.37 -0.40 -5.29
S1 0.04 -0.23 -4.11
C31 0.19 -1.79 -3.26
O6 0.60 0.83 -3.16
H37 2.28 -0.73 -4.78
H38 1.51 0.57 -5.74
H39 1.07 -1.12 -6.04
H40 1.20 -1.90 -2.88
H41 -0.06 -2.58 -3.96
H42 -0.53 -1.77 -2.44
Cl1 -1.81 5.13 -0.86
Si1 -2.12 3.16 -0.26
Cl2 -2.16 3.28 1.80
Cl3 -4.06 2.70 -0.81